1.
Molecular formula: C37H37FN8O4Ta
Method: DFT, ωB97M-V/def2-TZVPD

The geometry in XYZ format:
```
88
Properties=species:S:1:pos:R:3:forces:R:3
Ta 0.4402 -0.1639 -0.5255 -0.67 0.29 2.11
C -0.5180 -2.3386 1.9586 -0.11 0.08 0.20
N -0.1512 -0.9011 2.1005 0.09 -0.33 -0.36
C 1.0392 -0.9181 2.9768 -0.12 -0.01 0.10
C 1.6039 0.4302 3.3698 0.05 0.05 0.07
C 1.5936 1.4460 2.2476 0.13 -0.19 0.05
N 2.0089 0.8844 0.9531 -0.27 0.34 -0.20
C 3.2035 1.2484 0.6297 0.34 -0.11 -0.30
C 3.9424 0.9789 -0.5834 0.09 0.31 0.61
C 5.2858 1.3458 -0.6949 0.19 0.05 -0.03
C 5.9698 1.0953 -1.8684 -0.09 0.01 0.06
C 5.3052 0.4874 -2.9367 -0.09 -0.03 -0.02
C 3.9622 0.1489 -2.8522 0.32 0.02 -0.21
C 3.3044 0.4123 -1.6687 -1.08 -0.34 0.13
O 1.9950 0.1793 -1.5130 0.86 0.17 -1.40
C -1.3325 -0.2785 2.7585 0.12 0.07 0.05
C -1.4757 1.2414 2.7991 -0.10 0.03 -0.01
C -1.5328 1.9266 1.4170 0.01 -0.14 0.04
N -1.5243 0.9092 0.3627 0.38 0.44 -0.13
C -2.6600 0.7606 -0.2076 -0.35 -0.37 -0.12
C -3.0267 -0.2429 -1.1976 -0.06 0.55 0.23
C -4.2257 -0.1266 -1.8968 -0.14 0.02 -0.08
C -4.5603 -1.0605 -2.8616 0.07 0.02 0.06
C -3.6918 -2.1201 -3.1114 0.04 -0.01 0.05
C -2.5035 -2.2573 -2.4034 -0.22 -0.20 -0.14
C -2.1862 -1.3155 -1.4448 0.69 0.01 0.36
O -1.0405 -1.3908 -0.7237 -0.28 -0.69 -0.77
H -0.7972 -2.7324 2.9419 0.00 -0.03 -0.01
H 0.3214 -2.9063 1.5764 0.07 -0.02 -0.02
H -1.3544 -2.4491 1.2796 -0.04 0.01 -0.04
H 1.7882 -1.4928 2.4411 0.08 -0.01 0.03
H 0.8130 -1.4790 3.8916 -0.08 -0.04 -0.02
H 2.6248 0.2547 3.7194 0.02 0.07 -0.03
H 1.0682 0.8669 4.2146 -0.01 -0.07 0.03
H 2.2302 2.2912 2.5148 0.02 0.02 -0.05
H 0.6054 1.8368 2.1061 -0.06 0.07 0.05
H 3.7509 1.8466 1.3606 0.07 -0.05 -0.02
H 5.7802 1.8272 0.1413 0.01 -0.01 -0.03
H 7.0097 1.3744 -1.9620 0.00 -0.02 0.00
H 5.8428 0.2831 -3.8539 0.00 0.02 0.01
H 3.4272 -0.2964 -3.6801 0.04 -0.01 0.01
H -1.3771 -0.6476 3.7899 0.01 -0.06 0.01
H -2.2020 -0.6874 2.2473 -0.05 0.03 0.00
H -0.7264 1.7111 3.4287 0.00 -0.02 0.10
H -2.4227 1.4107 3.3162 -0.02 0.03 -0.05
H -0.7058 2.6107 1.2363 0.01 0.03 0.02
H -2.4319 2.5352 1.3371 -0.01 0.01 -0.06
H -3.4603 1.4418 0.0814 -0.03 -0.12 0.00
H -4.8802 0.7123 -1.6877 0.02 -0.02 -0.03
H -5.4841 -0.9673 -3.4149 0.01 -0.01 0.00
H -3.9448 -2.8564 -3.8635 0.00 0.02 0.00
H -1.8368 -3.0893 -2.5854 -0.03 -0.01 -0.01
F 3.7103 -5.5627 -0.5937 -0.02 0.02 0.00
C 2.9953 -4.4272 -0.5437 0.08 -0.12 0.00
C 3.4559 -3.3867 0.2369 0.01 0.11 0.07
C 2.7155 -2.2132 0.2757 0.10 -0.16 -0.21
C 1.5070 -2.0804 -0.4208 -0.12 0.15 0.12
C 1.0952 -3.1578 -1.2072 0.17 -0.20 0.15
C 1.8343 -4.3343 -1.2793 -0.11 0.07 -0.06
H 4.3813 -3.4979 0.7875 -0.02 0.00 -0.01
H 3.1097 -1.3934 0.8611 0.03 -0.02 -0.02
H 0.1731 -3.0996 -1.7665 0.00 0.00 0.01
H 1.5173 -5.1720 -1.8869 0.00 0.02 0.01
N 4.8457 6.3450 -2.8347 -0.01 -0.08 0.03
C 4.6808 5.6542 -1.6812 0.02 0.02 -0.01
O 5.4641 5.6819 -0.7542 -0.01 0.04 -0.02
C 3.4516 4.7891 -1.5965 0.12 0.07 -0.05
C 3.0294 3.9795 -2.6357 -0.05 -0.03 -0.06
C 1.9717 3.1072 -2.4086 0.10 -0.01 0.08
N 1.3225 3.0302 -1.2501 -0.16 0.15 0.11
C 1.6980 3.8722 -0.2817 -0.07 -0.06 -0.06
C 2.7639 4.7420 -0.3926 -0.02 -0.02 0.08
H 5.6319 6.9697 -2.9034 0.01 0.00 0.00
H 4.1089 6.4186 -3.5129 -0.01 0.02 0.01
H 3.5327 3.9801 -3.5948 0.00 -0.01 0.03
H 1.6704 2.4158 -3.1872 -0.02 0.03 0.01
H 1.1241 3.8364 0.6392 0.01 -0.02 -0.02
H 3.0687 5.3666 0.4367 0.00 0.00 -0.02
N 0.0989 0.6125 -4.3034 0.04 -0.04 -0.17
C -0.5453 1.1847 -3.2673 0.12 -0.23 0.41
O -0.4443 0.5930 -2.1125 0.01 0.02 -0.41
C -1.2659 2.3524 -3.3859 -0.33 0.43 -0.15
C -1.3204 2.9801 -4.6671 0.02 -0.01 0.28
N -1.2738 3.4241 -5.7293 -0.03 -0.06 0.02
C -1.9203 2.9089 -2.2462 0.29 -0.10 -0.35
N -2.4380 3.3197 -1.3023 0.00 0.12 -0.12
H 0.4368 -0.3272 -4.1846 -0.02 0.00 0.03
H -0.1147 0.9189 -5.2407 0.03 0.03 0.02
```
Positions in Å, forces in eV/Å.

Highest occupied orbital energy, eV: -11.03
Net charge: +1
Orbital gap, eV: 7.47
Electronic energy, eV: -63346.820

The computed Mulliken charges, all in e, follow: 1.318 -1.369 0.642 -0.720 -1.296 -0.514 -0.144 -0.758 1.080 -0.760 -0.921 -0.767 -0.652 -0.023 1.217 -1.253 -0.928 -0.827 0.041 -1.136 1.525 -0.693 -1.030 -0.625 -1.191 0.066 0.340 0.639 0.336 0.234 0.234 0.567 0.420 0.435 0.908 -0.857 0.484 0.491 0.481 0.450 0.553 0.535 0.708 0.258 0.548 0.006 0.924 0.449 0.494 0.439 0.485 0.474 -0.344 0.138 -1.108 0.266 0.932 -0.399 -0.827 0.516 0.378 0.200 0.512 -0.355 -0.018 -0.605 0.776 -0.845 -0.145 0.417 -0.475 -0.953 0.252 0.204 0.515 0.353 0.338 0.552 -0.182 -0.014 0.246 0.679 -0.880 -0.566 0.312 -0.677 0.234 0.258


2.
Molecular formula: C37H37IrN3P2
Method: DFT, ωB97M-V/def2-TZVPD

The geometry in XYZ format:
```
80
Properties=species:S:1:pos:R:3:forces:R:3
Ir 0.3002 1.8430 1.1076 1.21 -1.70 1.27
C 4.9544 2.6164 -0.5594 0.04 1.24 -0.09
C 4.4376 1.7022 -1.3679 -0.36 0.27 -0.84
C 4.3460 0.2251 -1.0198 0.35 0.33 -1.26
C 3.1980 -0.3319 -0.1727 0.40 -0.53 -0.29
C 2.7197 0.2667 1.1223 0.18 -1.12 1.15
C 3.4654 0.9809 2.0119 -1.47 -0.74 -0.38
C 4.8712 1.3899 1.8107 0.08 0.56 0.71
C 5.4190 2.4469 0.8433 0.07 0.38 0.96
C -1.2501 2.9991 1.2059 -2.05 -0.17 0.41
H 5.0573 3.6990 -0.8460 -0.18 -1.27 -0.29
H 4.1312 2.0225 -2.4090 0.40 -0.46 1.34
H 5.3453 -0.1304 -0.7197 -0.45 0.21 0.41
H 4.2045 -0.2841 -1.9780 0.14 -0.03 -0.01
H 2.3577 -0.5849 -0.8444 0.17 0.34 0.40
H 3.6024 -1.3134 0.1172 -0.34 -0.09 0.08
H 2.0355 -0.4973 1.5824 -0.22 1.25 -0.06
H 3.1202 1.0901 3.0669 -0.11 -0.15 -1.00
H 5.3670 0.4409 1.6178 0.39 -0.07 0.21
H 5.1335 1.7888 2.8023 0.62 -0.51 -0.31
H 5.2958 3.4282 1.3160 -0.16 -0.05 0.08
H 6.4941 2.2959 0.9822 0.15 0.11 -0.73
H -0.9396 3.7021 0.4479 -0.18 0.66 -0.47
H -1.4101 3.4957 2.1746 0.09 -0.24 -0.21
H -2.1002 2.4062 0.8768 -0.54 0.53 -0.02
P -1.7777 -0.7604 -1.6036 -0.95 0.01 -2.96
P -1.6339 -1.0713 0.9047 -1.68 -2.20 2.08
C -1.0344 -2.3158 -1.3014 1.15 -0.99 2.62
C -0.9035 -2.4897 0.0497 0.05 0.52 -1.62
C -2.9893 -1.2067 -2.9728 -0.62 0.40 -0.10
C -2.9969 -2.4293 -3.6729 0.34 -0.13 0.02
C -3.7807 -2.6117 -4.8218 -0.10 0.30 0.17
C -4.6290 -1.5886 -5.2573 0.17 0.22 0.33
C -4.7388 -0.4145 -4.5013 0.13 -0.13 0.21
C -3.9417 -0.2447 -3.3649 0.33 0.06 0.01
C -0.4901 0.2465 -2.4358 0.15 0.02 0.23
C 0.4116 0.9951 -1.6446 -0.91 -0.11 -0.43
C 1.2970 1.8403 -2.2707 0.99 1.19 0.16
C 1.3687 1.9087 -3.6624 -0.61 -0.46 -0.29
C 0.5199 1.1307 -4.4619 0.52 0.28 0.36
C -0.3909 0.2789 -3.8457 -0.37 0.03 0.19
C -3.2761 -1.9769 1.3523 -0.09 0.45 -0.50
C -4.2105 -2.2268 0.3309 0.11 -0.05 -0.11
C -5.2724 -3.1173 0.5163 0.17 0.00 0.44
C -5.4650 -3.6932 1.7877 0.18 0.12 -0.14
C -4.5936 -3.3878 2.8409 -0.02 0.14 -0.50
C -3.4955 -2.5493 2.6072 0.15 0.01 0.17
C -0.8206 -1.1101 2.5598 0.40 0.52 -0.55
C -1.2601 -0.1873 3.5243 0.29 -0.20 -0.30
C -0.7154 -0.2365 4.8038 -0.09 0.10 -0.12
C 0.2967 -1.1480 5.1041 -0.14 -0.03 -0.03
C 0.7676 -2.0183 4.1234 0.00 -0.22 -0.18
C 0.2173 -2.0116 2.8439 -0.09 0.25 0.14
H -0.6894 -2.9830 -2.0751 -0.04 -0.25 0.00
H -0.5049 -3.3147 0.6431 -0.11 -0.03 -0.70
H -2.3828 -3.2628 -3.3395 -0.02 0.18 -0.15
H -3.7396 -3.5489 -5.3878 0.08 0.36 0.38
H -5.2125 -1.6962 -6.1704 0.11 -0.07 0.26
H -5.4462 0.3694 -4.7906 0.31 -0.33 0.12
H -4.0321 0.6526 -2.7581 -0.06 0.08 -0.25
H 0.3172 0.9351 -0.4919 0.13 -0.56 -1.79
H 1.9501 2.5484 -1.7187 -0.50 -0.84 -0.16
H 2.0697 2.5831 -4.1356 0.00 0.06 0.07
H 0.5692 1.2227 -5.5528 -0.04 -0.20 0.50
H -1.0469 -0.3310 -4.4835 0.19 0.31 0.54
H -4.0924 -1.7354 -0.6352 -0.10 -0.25 0.14
H -5.9359 -3.3790 -0.3228 0.34 0.30 0.55
H -6.2944 -4.3851 1.9522 0.27 0.26 -0.06
H -4.7480 -3.8085 3.8397 0.07 0.14 -0.46
H -2.7966 -2.3598 3.4147 -0.12 -0.07 -0.01
H -2.0244 0.5433 3.2429 0.11 -0.27 0.31
H -1.1005 0.4388 5.5571 0.12 -0.03 0.07
H 0.7044 -1.1964 6.1111 -0.05 0.06 -0.20
H 1.5494 -2.7434 4.3414 -0.13 0.21 0.09
H 0.5989 -2.7104 2.0939 -0.13 0.32 0.39
N 1.6284 3.1508 1.4073 3.13 2.61 -0.55
C 2.4358 4.0552 1.4702 0.67 2.66 2.37
N 2.9840 5.1304 1.8931 -1.61 -2.62 -1.59
C 3.9331 5.9054 2.3243 0.28 -0.25 0.49
N 4.6872 6.6174 2.8699 -0.60 -0.62 -0.74
```
Positions in Å, forces in eV/Å.

Highest occupied orbital energy (alpha / beta), eV: -13.07 / -14.09
Net charge: +2
Multiplicity: 6
Orbital gap (alpha / beta), eV: 7.25 / 4.97
Electronic energy, eV: -64829.301

The computed Mulliken charges, all in e, follow: 0.828 -0.532 -0.146 -1.556 -0.359 -0.019 0.125 -1.221 -0.454 -1.369 0.376 0.497 0.466 0.471 0.148 0.535 0.107 0.383 0.416 0.385 0.281 0.331 0.466 0.413 0.378 1.047 0.673 -0.655 -0.829 0.320 -0.349 -0.759 -0.436 -0.707 -0.206 -0.474 1.150 -0.458 -0.738 -0.949 -0.606 0.574 -0.290 -0.773 -0.466 -0.792 -0.354 1.166 -0.273 -0.868 -0.625 -0.624 -0.845 0.741 0.820 0.361 0.422 0.415 0.410 0.386 -0.297 0.538 0.480 0.412 0.395 0.339 0.431 0.391 0.418 0.283 0.515 0.500 0.457 0.456 0.146 -0.457 0.859 -0.406 0.492 -0.311


Looking at energy relative to the best compared isomer or geometry (same formula, charge and spin) for the records above, in order, we have 0.000; 0.000 eV.